[1]
The following is a DFT calculation (ωB97M-V/def2-TZVPD) of a cluster of 2 separate species, C4H2O2P in total at a distorted geometry.

Calculated values
energy above the lowest of the compared OMol25 structures with the same formula, charge and spin: 191.4 kJ/mol
charge: -1
multiplicity: 1
M: 113.032 Da
E_LUMO: 0.13610 hartree
HOMO: -5.42 eV
frontier orbital gap: 9.1 eV

Last columns: bonded neighbours and bond lengths (Å).
CARTESIAN COORDINATES (ANGSTROEM)
1 C 0.3039 -3.9849 -0.8332  C3 1.252
2 C 0.1856 2.5076 -1.3424  C4 1.157, H9 1.098
3 C 0.8056 -3.1474 -1.6171  C1 1.252, P7 1.715
4 C -0.0270 2.3026 -2.4607  C2 1.157, H8 1.050
5 O 2.1942 -1.9975 -3.6224  P7 1.531
6 O 0.2260 -0.5103 -2.6314  P7 1.530
7 P 0.9626 -1.8475 -2.7246  C3 1.715, O5 1.531, O6 1.530
8 H 0.0861 2.1601 -3.4952  C4 1.050
9 H 0.3836 2.2386 -0.2962  C2 1.098

[2]
The following is a DFT calculation (ωB97M-V/def2-TZVPD) of a cluster of 2 separate species, N4O2 in total at a distorted geometry.

Calculated values
energy above the lowest of the compared OMol25 structures with the same formula, charge and spin: 0.0 kJ/mol
multiplicity: 3
M: 88.026 Da
E_LUMO (alpha / beta): 0.01812 / -0.10483 hartree
HOMO (alpha / beta): -9.55 / -10.44 eV
frontier orbital gap (alpha / beta): 10.0 / 7.6 eV

Last columns: bonded neighbours and bond lengths (Å).
CARTESIAN COORDINATES (ANGSTROEM)
1 N 2.8415 0.0872 -0.3791  N3 1.167
2 N 0.9874 0.2352 1.0031  N3 1.155
3 N 1.9223 0.0974 0.3391  N1 1.167, N2 1.155
4 N -1.6946 -0.0955 -0.3499  O5 1.172, O6 1.172
5 O -2.0340 0.4668 0.6212  N4 1.172
6 O -2.0226 -0.7911 -1.2343  N4 1.172